DFT (ωB97M-V/def2-TZVPD) results for a 15-piece molecular cluster, C60H150O30 overall in a non-equilibrium geometry.

Summary:
* relative energy (zero: lowest compared OMol25 entry of this formula, charge and spin): 4.5639 eV
* total energy: -126053.97493 eV
* orbital gap: 9.43 eV

Last column: Mulliken charge in e.
Element x y z (Å)
C: -18.97915 2.62714 22.26793  -0.77
O: -18.27953 2.70977 21.03449  -0.48
C: -18.49915 4.04904 20.44418  0.23
C: -17.58764 4.23099 19.31418  -0.71
O: -18.29890 5.00384 18.35356  0.18
C: -17.79872 4.99398 17.05667  0.01
H: -18.68461 3.41316 22.93261  0.49
H: -18.66824 1.63376 22.68813  0.21
H: -20.11981 2.59065 22.11021  0.17
H: -18.35278 4.79607 21.21035  0.60
H: -19.56165 4.05120 20.05853  -0.16
H: -17.53097 3.14012 19.02039  0.00
H: -16.68649 4.70830 19.52440  0.38
H: -17.93996 5.94174 16.53164  -0.55
H: -18.29182 4.14402 16.49858  -0.03
H: -16.72795 4.73902 16.88070  0.33
C: -20.30578 3.27123 12.39149  -0.75
O: -20.64223 2.37580 13.36543  -0.41
C: -19.88121 2.52893 14.50690  0.98
C: -20.28869 1.51888 15.61276  -0.01
O: -19.70890 1.87869 16.83415  0.93
C: -19.99779 1.04301 17.92041  -0.60
H: -20.38125 4.31440 12.71674  0.15
H: -20.89638 3.10215 11.51214  0.32
H: -19.28214 3.06691 12.10987  0.33
H: -20.07212 3.48516 14.93331  -0.52
H: -18.79909 2.47173 14.25352  -0.04
H: -20.05910 0.49976 15.36138  0.09
H: -21.37657 1.55420 15.45492  -0.55
H: -21.04745 0.78959 18.11188  0.25
H: -19.55339 1.57573 18.71751  -0.16
H: -19.42803 0.11555 17.77130  0.03
C: -22.68370 3.12262 22.97969  -0.72
O: -23.96239 2.65467 22.90816  0.14
C: -24.42851 1.87750 24.04828  -0.58
C: -25.87047 1.52855 23.88707  -0.46
O: -26.08480 0.48033 23.00515  -0.48
C: -25.80520 0.82602 21.67376  -0.38
H: -22.58513 3.86861 23.74988  0.28
H: -22.44309 3.56570 21.95898  -0.14
H: -22.02218 2.28080 23.14821  0.56
H: -24.33982 2.48593 24.96419  0.40
H: -23.80827 1.00087 24.15665  0.35
H: -26.43017 2.42622 23.55885  0.22
H: -26.24879 1.05669 24.80988  0.33
H: -26.38319 1.73913 21.37565  0.15
H: -26.32122 0.09376 21.02188  0.32
H: -24.74685 1.03863 21.49994  0.13
C: -21.81146 -1.34925 21.29449  -0.29
O: -20.48242 -1.86864 21.38828  -0.46
C: -19.49878 -0.82023 21.35927  0.51
C: -18.23771 -1.33617 20.94050  -0.64
O: -18.26349 -1.57198 19.53342  -0.19
C: -17.02054 -1.22935 18.91529  -0.62
H: -21.78234 -0.39264 21.78499  0.03
H: -22.52216 -2.00181 21.80856  0.33
H: -22.10417 -1.33511 20.27845  0.17
H: -19.38303 -0.37502 22.39207  0.21
H: -19.78953 0.05089 20.72890  -0.28
H: -17.82817 -2.24159 21.50932  0.23
H: -17.53014 -0.46639 21.04395  0.37
H: -16.14584 -1.67741 19.40856  0.42
H: -16.89050 -0.12971 18.92686  0.21
H: -17.03154 -1.47165 17.82157  0.11
C: -20.60872 -2.52831 16.03022  -0.68
O: -21.67909 -1.74741 16.37876  -0.09
C: -22.75877 -1.73302 15.41312  -0.64
C: -24.04571 -1.24420 16.02651  -0.55
O: -23.88137 0.02834 16.60772  0.10
C: -25.19611 0.63379 16.68319  -0.59
H: -20.96689 -3.54846 15.69288  0.35
H: -19.85374 -2.54481 16.83992  0.07
H: -20.06385 -2.03686 15.13512  0.20
H: -22.97814 -2.75550 15.00318  0.43
H: -22.44306 -1.15451 14.55486  0.27
H: -24.41900 -1.98486 16.77833  0.24
H: -24.72047 -1.17830 15.19647  0.42
H: -25.79471 0.47353 15.76378  0.47
H: -25.09174 1.75399 16.92927  -0.37
H: -25.64662 0.22779 17.58458  0.37
C: -17.81969 7.44891 13.21664  -0.56
O: -17.72304 7.35637 14.61779  -0.39
C: -18.53227 8.30718 15.29722  0.48
C: -17.68150 8.93354 16.43489  -0.46
O: -16.61423 9.57295 15.73888  -0.47
C: -15.74973 9.89795 16.75107  -0.76
H: -17.57950 8.39727 12.80664  0.36
H: -18.77640 7.08164 12.83587  0.02
H: -17.06299 6.68339 12.95231  0.30
H: -19.38756 7.74283 15.72309  -0.44
H: -18.79728 9.10639 14.54801  0.62
H: -17.21613 8.28793 17.16042  0.19
H: -18.29139 9.60067 16.99038  0.24
H: -14.88190 10.49062 16.40459  0.34
H: -15.35390 9.06963 17.36456  0.26
H: -16.28646 10.59446 17.43054  0.30
C: -25.75386 9.55098 12.47914  -1.11
O: -25.50817 9.62473 13.89065  0.18
C: -26.40819 10.44052 14.66919  -0.30
C: -25.96666 11.85994 14.89642  -1.04
O: -24.85526 11.98848 15.74952  0.14
C: -24.49754 13.40999 15.74033  -1.04
H: -25.45897 10.43214 11.89184  0.31
H: -26.76663 9.24224 12.23311  0.38
H: -25.10657 8.76160 12.11397  0.25
H: -26.55544 9.90871 15.57557  0.00
H: -27.35830 10.48564 14.10129  0.35
H: -26.90401 12.31140 15.22437  0.48
H: -25.76808 12.24592 13.89468  0.43
H: -23.80760 13.57044 14.94325  0.36
H: -24.01672 13.71056 16.70709  0.26
H: -25.34289 14.13869 15.54594  0.35
C: -21.09764 11.01180 16.67584  -0.31
O: -21.01096 10.14118 15.65819  0.10
C: -21.88248 10.37766 14.55003  -0.49
C: -21.77700 9.27649 13.56272  -0.24
O: -20.82264 9.68813 12.58299  -0.51
C: -20.76020 8.70578 11.48572  -0.53
H: -22.01728 10.93792 17.34387  -0.14
H: -21.06463 12.08931 16.32918  0.29
H: -20.23598 10.89545 17.34211  0.03
H: -21.64258 11.38416 14.31086  0.75
H: -22.94618 10.38413 14.88486  -0.19
H: -22.73100 9.27183 13.06947  0.42
H: -21.63472 8.30415 13.95981  0.15
H: -20.74971 7.65393 11.90540  0.00
H: -19.85038 8.90505 11.00614  0.34
H: -21.55713 8.76224 10.72465  0.30
C: -23.66722 10.49896 19.72406  -0.44
O: -22.63814 9.62440 19.27078  0.28
C: -22.29508 8.74860 20.32487  -0.31
C: -21.03215 7.96414 19.98454  0.40
O: -19.89904 8.87648 19.96452  -0.74
C: -18.67985 8.20259 19.84202  0.30
H: -24.54426 9.88645 20.06822  0.12
H: -23.98153 11.04981 18.79190  -0.11
H: -23.28031 11.08353 20.57141  0.34
H: -23.08834 7.99479 20.40853  -0.23
H: -22.23905 9.32868 21.25580  0.53
H: -21.12690 7.49980 18.96818  -0.68
H: -20.93947 7.19892 20.71146  0.86
H: -18.62314 7.66112 18.87211  -0.57
H: -18.62217 7.47620 20.66561  0.03
H: -17.74393 8.89061 19.87328  0.34
C: -27.46437 11.38509 18.44657  -0.63
O: -28.07797 10.35773 17.71657  0.09
C: -29.49968 10.27550 17.94451  -0.67
C: -29.87510 9.05407 17.08149  -0.53
O: -29.15316 7.97144 17.50427  -0.11
C: -29.25273 6.70715 16.87051  -0.17
H: -26.60190 11.63746 17.88788  -0.07
H: -27.13464 11.19247 19.45744  0.24
H: -28.15418 12.23133 18.59460  0.37
H: -29.90602 11.16093 17.48604  0.46
H: -29.68447 10.11093 18.99904  0.35
H: -29.54039 9.29189 16.02117  0.16
H: -30.94916 8.91765 17.00835  0.38
H: -28.47472 6.08547 17.43015  -0.28
H: -29.12599 6.91253 15.79665  0.26
H: -30.14738 6.12340 17.06820  0.27
C: -25.57947 7.51177 19.04181  0.73
O: -25.69999 7.39082 20.42495  -0.26
C: -26.76039 6.68410 20.89196  -1.01
C: -26.70947 5.17845 20.66959  0.11
O: -27.06566 4.88614 19.31130  -0.19
C: -27.10463 3.49146 18.89700  -0.67
H: -25.47766 6.47883 18.59031  -0.08
H: -24.66473 8.04087 18.80222  -0.43
H: -26.45008 8.02835 18.52424  -0.03
H: -27.63792 7.13093 20.42502  0.39
H: -26.87854 6.87664 22.01633  0.33
H: -27.36190 4.63014 21.38565  0.49
H: -25.67463 4.92795 20.84529  -0.14
H: -27.64828 2.90389 19.63881  0.44
H: -26.12433 2.98200 18.74364  0.11
H: -27.59132 3.40111 17.94959  0.22
C: -24.03410 6.51421 23.26717  -0.50
O: -22.70183 6.84684 23.04392  -0.03
C: -21.95343 7.27070 24.17379  -0.71
C: -20.54779 7.43417 23.73456  0.60
O: -19.76313 8.26980 24.62699  -0.45
C: -18.48269 8.33695 24.09636  -0.43
H: -24.12017 5.77421 24.05931  0.52
H: -24.42767 5.87109 22.39105  -0.25
H: -24.78327 7.41886 23.41157  0.20
H: -22.00687 6.58072 25.05472  0.33
H: -22.35672 8.28997 24.53537  0.23
H: -20.53816 7.82937 22.72404  -0.22
H: -20.00965 6.47736 23.68415  0.14
H: -18.54813 8.65687 23.06351  0.16
H: -17.97952 7.32972 24.03765  0.22
H: -17.79526 8.99329 24.74201  0.28
C: -15.77719 3.99677 13.87655  -0.84
O: -16.24108 2.69144 13.93347  -0.11
C: -15.38646 1.78972 14.60773  -0.85
C: -16.15608 0.52785 14.70339  0.26
O: -16.20627 -0.09764 13.38697  -0.43
C: -17.20365 -1.04494 13.43021  -0.73
H: -14.93568 4.00846 13.16247  0.38
H: -15.45364 4.48952 14.82310  0.39
H: -16.50233 4.60955 13.39598  0.06
H: -15.16868 2.12848 15.63721  0.33
H: -14.41766 1.61105 14.11519  0.33
H: -17.17433 0.71756 15.06160  -0.29
H: -15.66117 -0.13994 15.32278  0.65
H: -17.22502 -1.74769 12.58720  0.40
H: -18.15788 -0.58157 13.52597  0.16
H: -17.13589 -1.74218 14.25344  0.34
C: -24.36033 2.42064 13.88665  -0.53
O: -25.48640 2.88372 14.51381  -0.55
C: -25.33200 4.13153 15.10799  0.71
C: -26.73496 4.68903 15.29377  -0.14
O: -27.49260 4.80416 14.13081  -0.47
C: -27.37244 6.03734 13.50925  -0.28
H: -23.88411 3.18114 13.25169  0.45
H: -24.66317 1.58344 13.22305  0.38
H: -23.63182 2.03962 14.60542  -0.14
H: -24.72423 4.72181 14.40830  0.28
H: -24.77917 4.01447 16.02653  -0.16
H: -26.74120 5.67146 15.75317  0.32
H: -27.27966 3.92533 15.88015  -0.29
H: -28.08514 6.02646 12.63182  0.33
H: -26.32133 6.19389 13.11275  0.20
H: -27.53249 6.87542 14.25502  -0.07
C: -23.04863 7.18617 16.02908  -0.19
O: -22.29329 6.14668 15.46529  -0.54
C: -21.29782 5.66118 16.35591  1.40
C: -21.72540 4.38211 17.00119  0.49
O: -22.84069 4.52112 17.82828  -0.39
C: -22.64964 4.96722 19.19853  2.34
H: -23.59731 6.70310 16.87963  0.14
H: -23.63196 7.65399 15.26616  0.23
H: -22.35808 7.94281 16.38741  -0.15
H: -21.02029 6.45656 17.06740  -1.09
H: -20.40426 5.39283 15.80485  0.22
H: -20.85470 3.96959 17.56183  -0.70
H: -22.07532 3.66818 16.24939  -0.34
H: -23.57104 5.39203 19.70068  -0.66
H: -21.81578 5.69399 19.13290  -1.08
H: -22.20079 4.15368 19.79708  -0.26